The following is a quantum chemistry calculation of the molecule C6H10S2 at a distorted geometry, from the OMol25 dataset.

Geometry (Å):
C (3.921, -0.223, -0.023)
C (2.738, -0.423, 0.607)
C (1.582, 0.485, 0.144)
S (0.366, -0.800, -0.522)
C (-1.161, 0.144, -0.419)
S (-1.037, 1.738, 0.049)
C (-2.407, -0.780, -0.516)
C (-2.872, -0.996, 0.946)
H (4.080, 0.345, -0.880)
H (4.862, -0.732, 0.562)
H (2.668, -0.836, 1.649)
H (1.069, 1.113, 0.964)
H (1.766, 1.219, -0.741)
H (-2.231, -1.809, -0.843)
H (-3.329, -0.505, -1.278)
H (-1.838, -1.104, 1.593)
H (-3.586, -1.973, 0.956)
H (-3.534, 0.036, 1.143)

Properties
SMILES = C=CCSC(=S)CC
HOMO level = -8.49 eV
molar mass = 146.280 g mol⁻¹
Kohn-Sham gap = 8.320 eV

The following is a quantum chemistry calculation of the molecule C6H10S4 at a distorted geometry, from the OMol25 dataset.

Geometry (Å):
C (-3.295, -2.150, 0.627)
C (-2.079, -1.427, 0.896)
C (-0.691, -1.391, 0.235)
S (0.589, -1.521, 1.540)
S (0.356, -0.014, 2.860)
S (1.761, 1.321, 2.208)
S (1.000, 2.769, 1.142)
C (1.509, 2.359, -0.697)
C (0.959, 1.223, -1.423)
C (2.054, 0.318, -1.593)
H (-3.207, -3.167, 0.007)
H (-4.363, -1.968, 0.886)
H (-2.372, -0.387, 1.437)
H (-0.603, -0.535, -0.439)
H (-0.670, -2.279, -0.477)
H (2.516, 2.396, -0.529)
H (1.448, 3.420, -1.038)
H (0.152, 1.195, -2.193)
H (3.019, 0.504, -1.213)
H (1.920, -0.668, -2.234)

Properties
SMILES = C=CCSSSSCC=C
HOMO level = -8.48 eV
molar mass = 210.414 g mol⁻¹
Kohn-Sham gap = 8.866 eV

The following is a quantum chemistry calculation of a 2-piece molecular cluster, C6H10Si2 overall, from the OMol25 dataset.

Geometry (Å):
Si (2.348, 0.693, 0.006)
Si (2.100, 1.733, -1.915)
H (1.372, 0.842, 1.087)
H (2.688, -0.739, 0.012)
H (1.870, 3.187, -1.879)
H (3.181, 1.582, -2.896)
C (-0.265, -1.442, 0.908)
C (-0.673, -1.373, -0.413)
C (-1.831, -0.692, -0.748)
C (-2.584, -0.082, 0.240)
C (-2.175, -0.147, 1.562)
C (-1.016, -0.827, 1.897)
H (0.632, -1.980, 1.175)
H (-0.083, -1.852, -1.182)
H (-2.148, -0.642, -1.779)
H (-3.493, 0.443, -0.020)
H (-2.764, 0.331, 2.332)
H (-0.698, -0.875, 2.929)

Properties
SMILES = [SiH2]=[SiH2].c1ccccc1
HOMO level = -7.89 eV
molar mass = 138.318 g mol⁻¹
Kohn-Sham gap = 7.197 eV